C56H55Br2N4NaO4P2S as an isolated structure at a distorted geometry, computed with the ωB97M-V functional and the def2-TZVPD basis.

Geometry as ORCA input:
```
! RIJCOSX wB97M-V def2-TZVPD def2/J DEFGRID3
* xyz 0 1
Na -0.054 0.527 -0.163
Br -0.354 1.010 6.499
C -0.433 0.063 4.851
C 0.572 -0.835 4.522
C 0.455 -1.492 3.308
N -0.530 -1.288 2.461
C -1.468 -0.400 2.768
C -1.486 0.282 3.989
C -2.484 -0.152 1.740
C -3.816 0.110 2.072
C -4.706 0.331 1.041
Br -6.534 0.699 1.435
C -4.275 0.291 -0.274
C -2.934 0.013 -0.488
N -2.073 -0.211 0.480
H 1.406 -1.019 5.179
H 1.195 -2.218 2.993
H -2.257 1.001 4.219
H -4.147 0.118 3.098
H -4.953 0.469 -1.093
H -2.531 -0.029 -1.489
O 1.032 -2.107 -2.112
C 1.947 -2.938 -1.500
C 3.250 -3.006 -1.982
C 4.194 -3.777 -1.332
C 3.833 -4.499 -0.206
C 2.538 -4.441 0.265
C 1.559 -3.684 -0.386
P -0.019 -3.437 0.507
C -1.382 -3.464 -0.720
C -2.622 -3.110 -0.196
C -3.751 -3.119 -0.992
C -3.650 -3.472 -2.328
C -2.426 -3.854 -2.847
C -1.303 -3.884 -2.038
C -0.354 -5.192 0.979
C -0.125 -6.253 0.108
C -0.484 -7.537 0.468
C -1.081 -7.778 1.696
C -1.326 -6.725 2.560
C -0.960 -5.438 2.204
C 0.798 -2.284 -3.447
C 1.174 -3.402 -4.180
C 0.804 -3.495 -5.511
C 0.044 -2.501 -6.101
C -0.320 -1.379 -5.373
C 0.075 -1.251 -4.050
P -0.093 0.207 -2.954
C 1.563 0.915 -3.298
C 2.401 0.488 -4.326
C 3.645 1.067 -4.497
C 4.069 2.077 -3.650
C 3.234 2.517 -2.636
C 1.992 1.940 -2.458
C -1.132 1.231 -4.056
C -0.720 2.415 -4.654
C -1.574 3.098 -5.504
C -2.841 2.607 -5.770
C -3.274 1.446 -5.150
C -2.427 0.769 -4.293
H 3.516 -2.438 -2.864
H 5.210 -3.798 -1.695
H 4.571 -5.096 0.310
H 2.261 -5.000 1.149
H -2.687 -2.845 0.851
H -4.714 -2.860 -0.575
H -4.529 -3.475 -2.957
H -2.339 -4.150 -3.884
H -0.373 -4.252 -2.442
H 0.332 -6.070 -0.855
H -0.311 -8.355 -0.217
H -1.368 -8.782 1.970
H -1.809 -6.906 3.509
H -1.147 -4.609 2.873
H 1.743 -4.198 -3.720
H 1.110 -4.358 -6.085
H -0.254 -2.588 -7.136
H -0.896 -0.595 -5.845
H 2.090 -0.290 -5.009
H 4.286 0.727 -5.298
H 5.045 2.518 -3.783
H 3.556 3.309 -1.977
H 1.336 2.279 -1.671
H 0.269 2.805 -4.464
H -1.237 4.009 -5.977
H -3.488 3.130 -6.458
H -4.267 1.064 -5.347
H -2.756 -0.148 -3.819
C 4.778 0.711 1.629
C 3.364 0.675 1.130
N 3.029 0.250 -0.029
O 4.069 -0.226 -0.843
C 2.297 1.216 1.955
C 2.610 1.980 3.213
N 1.101 1.002 1.524
O 0.058 1.554 2.113
H 5.408 0.099 0.989
H 4.844 0.358 2.654
H 5.154 1.732 1.597
H 3.611 -0.467 -1.658
H 3.351 2.757 3.043
H 2.985 1.312 3.989
H 1.680 2.429 3.553
C 2.449 5.026 0.546
C 1.107 5.752 0.561
C 0.042 5.010 -0.234
S -0.198 3.348 0.592
O -0.570 2.454 -0.533
C -1.794 3.744 1.443
C -3.008 3.419 0.595
C -3.407 4.509 -0.395
H 3.158 5.528 1.202
H 2.863 5.008 -0.460
H 2.327 3.999 0.884
H 1.240 6.763 0.160
H 0.767 5.845 1.597
H 0.368 4.802 -1.252
H -0.887 5.570 -0.258
H -1.748 4.787 1.747
H -1.761 3.110 2.326
H -3.857 3.210 1.254
H -2.785 2.508 0.036
H -3.514 5.469 0.106
H -4.363 4.260 -0.854
H -2.671 4.600 -1.189
*
```

Calculated values
calculated total energy: -247027.051 eV
relative energy (zero: lowest compared OMol25 entry of this formula, charge and spin): 0.0000 eV
gap between HOMO and LUMO: 7.0579 eV

---

A 2-piece molecular cluster, C6H14N2 overall at a distorted geometry, computed with the ωB97M-V functional and the def2-TZVPD basis.

Geometry as ORCA input:
```
! RIJCOSX wB97M-V def2-TZVPD def2/J DEFGRID3
* xyz -1 2
N -0.331 2.203 -1.256
C -0.262 0.962 -0.382
C -0.745 -0.159 -1.428
C -1.249 -1.390 -0.850
C -1.493 -2.550 -1.478
C 1.024 0.661 0.459
N 1.243 -0.472 1.466
C 1.581 0.138 2.781
H -1.139 2.805 -1.043
H 0.534 2.666 -1.019
H -1.121 1.092 0.292
H 0.027 -0.241 -2.243
H -1.714 0.188 -1.893
H -1.545 -1.257 0.273
H -1.841 -3.507 -0.964
H -1.421 -2.521 -2.646
H 1.995 0.871 -0.044
H 1.126 2.163 2.362
H 0.442 -1.163 1.634
H 2.766 0.207 2.961
H 1.128 -0.526 3.544
H 1.246 1.138 2.706
*
```

Calculated values
<S²>: 0.76
calculated total energy: -9422.199 eV
relative energy (zero: lowest compared OMol25 entry of this formula, charge and spin): 5.1274 eV
gap between HOMO and LUMO (spin up / spin down): 4.7987 / 5.2807 eV

---

C34H38AsIrN8O4S as an isolated structure, computed with the ωB97M-V functional and the def2-TZVPD basis.

Geometry as ORCA input:
```
! RIJCOSX wB97M-V def2-TZVPD def2/J DEFGRID3
* xyz 3 2
Ir 0.323 0.192 0.923
N -0.449 -5.117 7.534
C -0.369 -4.121 6.671
C 0.829 -3.338 6.590
C 0.890 -2.294 5.719
C -0.226 -2.006 4.904
C -1.403 -2.769 4.953
C -1.485 -3.818 5.823
S -0.141 -0.554 3.882
O -1.430 -0.397 3.251
O 0.404 0.473 4.709
N 0.889 -0.937 2.674
C 2.110 -0.236 2.789
N 3.046 -0.471 3.668
C 4.113 0.333 3.599
C 4.233 1.347 2.659
C 3.205 1.503 1.750
N 2.139 0.699 1.823
H 0.321 -5.345 8.152
H -1.287 -5.679 7.618
H 1.665 -3.577 7.234
H 1.778 -1.680 5.645
H -2.242 -2.501 4.326
H -2.385 -4.415 5.897
H 4.895 0.152 4.326
H 5.100 1.989 2.631
H 3.214 2.255 0.975
N -1.566 -0.492 0.334
C -2.468 0.703 0.343
C -3.819 0.509 -0.327
C -3.753 0.322 -1.844
C -5.023 0.798 -2.550
N -5.345 2.207 -2.309
C -4.683 3.254 -2.794
N -5.029 4.485 -2.424
N -3.698 3.084 -3.669
C -1.683 1.881 -0.236
O -2.224 2.791 -0.819
O -0.393 1.839 -0.003
H -1.569 -0.929 -0.586
H -1.913 -1.173 1.004
H -2.616 0.938 1.401
H -4.384 1.414 -0.099
H -4.351 -0.319 0.149
H -3.616 -0.728 -2.113
H -2.895 0.864 -2.243
H -5.888 0.234 -2.204
H -4.959 0.618 -3.625
H -6.118 2.408 -1.697
H -5.693 4.644 -1.685
H -4.563 5.293 -2.799
H -3.460 2.174 -4.023
H -3.195 3.875 -4.032
C -1.625 -0.221 -4.771
C -1.008 0.997 -4.514
C -0.150 1.138 -3.428
C 0.101 0.040 -2.615
C -0.513 -1.187 -2.873
C -1.382 -1.313 -3.945
As 1.392 0.135 -1.191
C 2.538 1.634 -1.532
C 2.115 2.948 -1.315
C 2.989 3.991 -1.585
C 4.264 3.732 -2.070
C 4.677 2.426 -2.289
C 3.818 1.369 -2.018
C 2.427 -1.462 -1.402
C 2.768 -1.872 -2.691
C 3.547 -3.004 -2.867
C 3.978 -3.730 -1.763
C 3.630 -3.326 -0.482
C 2.854 -2.191 -0.297
H -2.262 -0.335 -5.639
H -1.156 1.833 -5.188
H 0.340 2.085 -3.241
H -0.268 -2.060 -2.275
H -1.840 -2.269 -4.161
H 1.122 3.151 -0.941
H 2.670 5.011 -1.417
H 4.938 4.552 -2.279
H 5.669 2.223 -2.669
H 4.157 0.353 -2.174
H 2.433 -1.311 -3.556
H 3.818 -3.321 -3.865
H 4.585 -4.614 -1.904
H 3.962 -3.897 0.376
H 2.576 -1.893 0.706
*
```

Calculated values
<S²>: 0.79
calculated total energy: -130476.739 eV
relative energy (zero: lowest compared OMol25 entry of this formula, charge and spin): 0.0000 eV
gap between HOMO and LUMO (spin up / spin down): 8.0018 / 5.5966 eV

---

The molecule C10H13N3O2 at a distorted geometry, computed with the ωB97M-V functional and the def2-TZVPD basis.

Geometry as ORCA input:
```
! RIJCOSX wB97M-V def2-TZVPD def2/J DEFGRID3
* xyz 0 1
C 0.980 0.553 1.555
C 1.653 -0.203 -0.718
C -2.166 1.751 -0.211
C -1.917 1.384 1.198
C -1.293 0.636 -0.970
C -1.744 -0.088 1.310
C -1.036 -1.802 -0.378
C 0.600 -0.150 0.391
C -0.847 -0.355 0.072
C 3.994 -0.304 -1.057
N 1.300 0.952 2.571
N -0.084 -2.664 0.297
N 0.906 -2.377 0.857
O 1.411 -0.629 -1.837
O 2.883 -0.065 -0.194
H -3.182 1.738 -0.607
H -1.797 2.746 -0.540
H -1.015 1.838 1.463
H -2.596 1.798 2.000
H -1.976 0.236 -1.768
H -0.498 1.174 -1.537
H -1.017 -0.279 2.145
H -2.568 -0.692 1.244
H -2.082 -1.987 -0.243
H -0.708 -2.078 -1.452
H 3.917 -1.291 -1.368
H 4.856 -0.403 -0.366
H 4.024 0.559 -1.860
*
```

Calculated values
calculated total energy: -19142.184 eV
relative energy (zero: lowest compared OMol25 entry of this formula, charge and spin): 4.0851 eV
gap between HOMO and LUMO (spin up / spin down): 7.4596 / 8.1042 eV

---

The molecule C2H4N2OS at a distorted geometry, computed with the ωB97M-V functional and the def2-TZVPD basis.

Geometry as ORCA input:
```
! RIJCOSX wB97M-V def2-TZVPD def2/J DEFGRID3
* xyz 0 1
C -1.429 0.135 -0.193
C 1.364 -0.536 -0.312
H -2.086 0.799 -0.684
H -0.280 1.885 0.068
H 0.727 -0.181 1.469
H 1.112 -0.314 -1.244
N -0.305 0.936 0.080
N 0.781 0.257 0.595
O 1.993 -1.631 0.052
S -1.878 -1.349 0.168
*
```

Calculated values
structure (SMILES): O=CNNC=S
calculated total energy: -17999.547 eV
relative energy (zero: lowest compared OMol25 entry of this formula, charge and spin): 3.1126 eV
gap between HOMO and LUMO: 9.3923 eV

---

The molecule C7H9NO4S at a distorted geometry, computed with the ωB97M-V functional and the def2-TZVPD basis.

Geometry as ORCA input:
```
! RIJCOSX wB97M-V def2-TZVPD def2/J DEFGRID3
* xyz 0 1
C 3.206 -0.490 -0.466
C 2.479 -0.519 0.715
C 2.591 -0.105 -1.647
C 1.223 0.068 0.839
C 1.337 0.452 -1.532
C 0.667 0.504 -0.347
C -1.567 0.592 0.802
N -2.524 1.654 0.931
O -3.180 -0.532 -1.114
O -3.508 -1.231 1.188
O -1.500 -2.003 -0.012
O -0.649 1.021 -0.243
S -2.638 -0.835 0.155
H 4.261 -0.639 -0.301
H 2.891 -1.061 1.627
H 3.002 -0.080 -2.717
H 0.598 0.123 1.699
H 0.979 0.997 -2.388
H -1.107 0.262 1.754
H -2.622 2.160 -0.004
H -0.591 -1.639 -0.195
H -3.351 1.303 1.254
*
```

Calculated values
structure (SMILES): N[C@H](Oc1ccccc1)S(=O)(=O)O
calculated total energy: -27918.197 eV
relative energy (zero: lowest compared OMol25 entry of this formula, charge and spin): 0.9820 eV
gap between HOMO and LUMO: 9.9883 eV

---

The molecule C6H12O2 at a distorted geometry, computed with the ωB97M-V functional and the def2-TZVPD basis.

Geometry as ORCA input:
```
! RIJCOSX wB97M-V def2-TZVPD def2/J DEFGRID3
* xyz 0 1
O -2.101 0.086 -2.050
C -2.365 -0.069 -0.852
O -3.623 -0.361 -0.600
C -1.637 -0.142 0.425
C -0.219 -0.820 0.127
C 0.704 0.077 -0.807
C 1.750 0.893 0.006
C 2.427 0.126 1.100
H -4.067 -0.289 -1.458
H -1.431 0.958 0.874
H -2.181 -0.509 1.308
H -0.412 -1.748 -0.301
H 0.324 -0.912 1.115
H -0.060 0.662 -1.126
H 1.252 -0.537 -1.657
H 2.497 1.042 -0.806
H 1.367 1.784 0.525
H 1.656 -0.126 1.932
H 3.176 0.756 1.510
H 2.944 -0.870 0.736
*
```

Calculated values
structure (SMILES): CCCCCC(=O)O
calculated total energy: -10510.299 eV
relative energy (zero: lowest compared OMol25 entry of this formula, charge and spin): 2.0085 eV
gap between HOMO and LUMO: 11.1246 eV

---

The molecule C4H7NO2, computed with the ωB97M-V functional and the def2-TZVPD basis.

Geometry as ORCA input:
```
! RIJCOSX wB97M-V def2-TZVPD def2/J DEFGRID3
* xyz 0 1
C 1.891 0.096 -0.972
C 0.446 -0.285 -0.652
C 0.154 -0.126 0.827
O 0.975 -0.349 1.682
C -1.232 0.413 1.237
O -1.341 1.183 2.166
N -2.267 0.010 0.442
H 2.143 1.056 -0.508
H 2.591 -0.645 -0.580
H 2.037 0.192 -2.052
H -0.264 0.307 -1.239
H 0.240 -1.341 -0.888
H -2.170 -0.779 -0.179
H -3.205 0.265 0.717
*
```

Calculated values
structure (SMILES): CCC(=O)C(N)=O
calculated total energy: -9846.663 eV
relative energy (zero: lowest compared OMol25 entry of this formula, charge and spin): 0.6172 eV
gap between HOMO and LUMO: 10.0488 eV

---

The molecule C11H20N2O5 at a distorted geometry, computed with the ωB97M-V functional and the def2-TZVPD basis.

Geometry as ORCA input:
```
! RIJCOSX wB97M-V def2-TZVPD def2/J DEFGRID3
* xyz 0 1
C -1.959 -0.927 -1.443
C -0.841 -0.779 -0.374
C -2.879 0.206 -1.129
C -3.523 0.011 0.248
C -2.766 0.837 1.271
C 1.156 0.520 0.079
C 1.867 1.734 -0.590
C 2.162 -0.710 0.060
C 2.898 -0.861 -1.311
C 3.154 -0.683 1.255
C 4.041 -1.866 1.338
H -1.806 -2.889 -1.782
H -2.925 -2.562 -0.541
H -1.519 -0.734 -2.367
H -2.401 1.201 -1.146
H -3.653 0.203 -1.894
H -3.657 -1.004 0.630
H -4.590 0.374 0.161
H -2.201 -0.725 2.116
H -0.159 0.905 -1.439
H 0.889 0.834 1.051
H 1.462 -1.565 0.274
H 2.147 -0.938 -2.115
H 3.657 -1.647 -1.396
H 3.544 0.035 -1.519
H 3.689 0.258 1.424
H 2.503 -0.727 2.153
H 3.509 -2.820 1.510
H 4.726 -1.779 2.237
H 4.782 -1.947 0.515
H 3.215 2.971 -0.281
N -2.560 -2.237 -1.506
N 0.041 0.148 -0.722
O -0.962 -1.334 0.756
O -2.687 2.044 1.105
O -2.385 0.202 2.372
O 1.345 2.325 -1.498
O 3.010 2.049 -0.037
*
```

Calculated values
structure (SMILES): CC[C@H](C)[C@H](NC(=O)[C@@H](N)CCC(=O)O)C(=O)O
calculated total energy: -24949.754 eV
relative energy (zero: lowest compared OMol25 entry of this formula, charge and spin): 1.1619 eV
gap between HOMO and LUMO: 10.0537 eV

---

A 2-piece molecular cluster, C9H18Cl4N3 overall at a distorted geometry, computed with the ωB97M-V functional and the def2-TZVPD basis.

Geometry as ORCA input:
```
! RIJCOSX wB97M-V def2-TZVPD def2/J DEFGRID3
* xyz 1 1
C -3.236 2.941 -0.986
N -1.818 2.504 -1.171
C -1.774 1.080 -1.570
C -0.546 0.274 -1.008
C -1.121 -1.189 -0.795
C -0.158 -1.803 0.258
N 0.410 -0.839 0.907
C -0.098 0.488 0.458
C 0.648 1.777 0.916
C 2.184 1.584 1.168
N 2.597 1.901 2.538
H -3.484 2.842 0.090
H -3.367 3.997 -1.297
H -3.962 2.317 -1.553
H -1.533 3.014 -2.006
H -2.721 0.580 -1.285
H -1.725 1.011 -2.684
H 0.238 0.394 -1.781
H -2.159 -1.291 -0.422
H -1.079 -1.806 -1.715
H -0.023 -2.897 0.374
H 1.112 -1.020 1.620
H -1.080 0.556 0.991
H 0.200 2.082 1.890
H 0.434 2.612 0.221
H 2.537 0.575 0.835
H 2.715 2.305 0.503
H 3.474 1.453 2.774
H 1.892 1.672 3.229
C 2.293 -5.427 -0.099
Cl 0.640 -4.881 -0.470
Cl 3.382 -4.027 -0.097
Cl 2.311 -6.196 1.494
Cl 2.815 -6.585 -1.327
*
```

Calculated values
calculated total energy: -64176.637 eV
gap between HOMO and LUMO: 8.1093 eV

---

A 8-piece molecular cluster, C7H29ClNO8 overall at a distorted geometry, computed with the ωB97M-V functional and the def2-TZVPD basis.

Geometry as ORCA input:
```
! RIJCOSX wB97M-V def2-TZVPD def2/J DEFGRID3
* xyz -1 1
Cl -0.480 -2.048 0.353
C -0.752 0.832 -4.286
O -0.541 1.127 -2.929
C 0.717 1.763 -2.700
C 0.788 2.159 -1.234
N 1.411 1.164 -0.377
C 1.559 1.560 1.037
C 2.345 2.858 1.167
O 2.383 3.262 2.533
C 2.753 4.592 2.711
H -1.613 0.165 -4.366
H 0.078 0.286 -4.740
H -1.035 1.730 -4.844
H 0.680 2.693 -3.284
H 1.559 1.123 -2.975
H -0.218 2.418 -0.872
H 1.385 3.074 -1.226
H 0.832 0.326 -0.382
H 2.076 0.740 1.522
H 0.561 1.742 1.452
H 1.897 3.639 0.545
H 3.399 2.746 0.868
H 1.922 5.217 3.056
H 3.170 5.097 1.836
H 3.505 4.652 3.503
C -0.081 -1.402 4.093
O 0.762 -0.714 3.202
H -0.133 -2.472 3.875
H 0.304 -1.234 5.101
H -1.108 -1.015 4.079
H 0.676 -1.077 2.310
O -1.090 -5.213 -0.797
H -1.572 -5.464 0.001
H -0.528 -4.481 -0.491
O -1.447 -4.498 2.163
H -1.238 -3.668 1.672
H -2.291 -4.318 2.590
O -3.615 -3.147 -0.659
H -3.478 -3.674 -1.451
H -2.708 -2.953 -0.367
O -1.228 -2.771 -2.907
H -0.891 -2.451 -2.049
H -1.996 -2.210 -3.067
O -2.638 -0.012 -1.220
H -2.088 -0.656 -0.735
H -1.993 0.517 -1.712
*
```

Calculated values
calculated total energy: -38124.208 eV
gap between HOMO and LUMO: 9.0448 eV